The following is a DFT calculation (the ωB97M-V functional and the def2-TZVPD basis) of C14H38N2O7Ti as an isolated structure.

Geometry (Å):
Ti: -0.8130 0.2327 -1.3179
C: -3.3670 0.8862 0.5358
O: -2.4168 -0.1439 0.3041
C: -2.6907 -1.3689 0.9530
C: -2.2806 -1.3306 2.4127
N: -0.8446 -1.0380 2.5408
C: -0.4785 -0.7631 3.9297
C: 0.9744 -0.2912 3.9461
O: 0.9575 1.0626 3.5689
C: 2.0858 1.8618 3.8358
H: -4.1911 0.7816 -0.1716
H: -2.8349 1.8262 0.3930
H: -3.7424 0.8958 1.5612
H: -2.2191 -2.2125 0.4539
H: -3.7620 -1.6005 0.8922
H: -2.5159 -2.3009 2.8538
H: -2.8196 -0.5324 2.9464
H: -0.6802 -0.2094 1.9719
H: -0.6576 -1.6390 4.5512
H: -1.1061 0.0547 4.3090
H: 1.5140 -0.8985 3.2099
H: 1.5038 -0.4207 4.8962
H: 1.7535 2.8867 4.0067
H: 2.7347 1.8599 2.9494
H: 2.6304 1.5201 4.7216
C: -1.7376 -2.1681 -3.2122
O: -1.2642 -1.9614 -1.8824
C: -0.1942 -2.8828 -1.5890
C: 0.6143 -2.4106 -0.3991
N: 1.3592 -1.2107 -0.7972
C: 2.5813 -1.0414 0.0259
C: 3.4591 0.1329 -0.3564
O: 3.0024 1.3558 0.1898
C: 3.9070 2.4186 -0.0208
H: -2.1169 -3.1827 -3.3658
H: -0.9389 -1.9484 -3.9240
H: -2.5669 -1.4756 -3.3463
H: 0.4609 -2.9904 -2.4612
H: -0.6901 -3.8485 -1.4566
H: 1.2987 -3.2400 -0.1527
H: 0.0445 -2.2180 0.5094
H: 1.7060 -1.3835 -1.7384
H: 3.1752 -1.9557 -0.1128
H: 2.3133 -1.0398 1.0819
H: 3.4968 0.2058 -1.4508
H: 4.4828 -0.0173 -0.0057
H: 4.2121 2.5163 -1.0665
H: 4.8106 2.3378 0.5907
H: 3.3920 3.3295 0.2856
C: -0.5625 1.9754 -3.6113
C: -2.0060 1.6475 -3.8439
O: -2.6060 1.2349 -2.6005
O: 0.2919 0.8144 -3.3864
H: -0.3825 2.6819 -2.8025
H: -0.2329 2.4196 -4.5599
H: -2.1142 0.8374 -4.5744
H: -2.5327 2.4877 -4.3018
H: -3.5200 1.5445 -2.6120
H: 1.1885 1.1681 -3.4589
O: 0.1316 2.0170 -0.2045
H: 1.0412 1.9218 0.1521
H: -0.2377 2.8089 0.2047

Forces on the atoms, in the same order (eV/Å):
0.5 -0.5 0.2
0.2 0.1 0.1
0.4 0.0 -0.2
-0.9 -0.5 0.7
0.6 0.5 0.0
-0.5 -0.6 -0.3
0.3 0.6 -0.4
0.1 -0.3 0.1
-0.6 0.5 -0.1
0.2 -0.2 -0.4
-0.1 0.1 0.1
-0.1 0.0 -0.2
0.0 -0.2 0.0
0.4 0.4 -0.3
-0.1 0.2 0.0
0.0 0.1 0.2
-0.4 -0.3 0.0
0.2 0.0 0.2
0.2 -0.1 -0.1
0.1 0.0 0.3
0.1 0.0 0.0
-0.3 0.0 0.2
-0.1 -0.1 0.0
0.2 0.0 0.3
0.0 0.0 -0.1
-0.3 0.3 0.1
0.5 -0.1 -0.4
-0.9 0.0 0.2
0.3 -0.5 -0.3
0.1 0.7 0.2
-0.1 -0.5 -0.1
-0.1 0.0 0.0
-0.5 -0.1 0.0
0.0 0.5 0.1
0.1 -0.1 0.1
-0.1 0.0 -0.1
0.1 0.0 -0.1
0.0 0.2 -0.1
0.3 -0.2 0.3
0.0 0.0 0.0
-0.2 0.1 -0.1
-0.1 0.1 -0.1
0.2 0.1 0.1
-0.1 0.3 0.0
0.1 0.1 -0.1
0.0 -0.3 0.0
-0.1 -0.1 -0.1
0.0 -0.3 0.0
0.0 0.0 -0.1
0.9 0.2 -1.1
-0.1 -0.9 0.3
-0.2 0.4 -0.4
-0.8 0.4 0.2
-0.4 0.1 0.1
0.1 0.2 0.1
0.3 -0.1 0.1
0.1 0.3 0.4
0.1 -0.2 0.3
0.0 -0.2 0.1
0.5 0.4 0.2
-0.3 -0.2 -0.2
0.0 -0.2 0.0

Calculated values
LUMO energy (alpha / beta), eV: -2.1 / -2.2
Net charge: +1
E_HOMO (alpha / beta), eV: -6.54 / -11.23
ΔE to the lowest compared entry with this formula, charge and spin, kcal/mol: 0.0
2S+1: 4
Total energy, eV: -55553.1800
<S²>: 3.751


The following is a DFT calculation (the ωB97M-V functional and the def2-TZVPD basis) of a 12-piece molecular cluster, C42H107BN13O19 overall.

Geometry (Å):
O: 1.3272 -0.9422 -3.5289
C: 0.8521 -1.0249 -2.3868
O: 0.8682 -0.0516 -1.5005
B: 0.0466 -0.4665 -0.3437
O: -0.0925 -1.9148 -0.4954
C: 0.2756 -2.3101 -1.6719
O: 0.2312 -3.4476 -2.1483
O: -1.2963 0.2197 -0.3266
C: -1.3926 1.1376 0.5614
O: -2.2415 1.9981 0.7197
C: 0.0423 1.0768 1.3260
O: 0.6604 0.0049 0.8988
O: 0.4843 1.7963 2.2669
C: -1.3002 -0.6011 4.6305
C: -0.8359 -2.0050 4.2552
C: 0.3946 -2.5725 4.9823
O: 1.3954 -1.5579 5.1347
C: 2.1301 -1.0886 4.0189
N: -1.9396 -2.8883 4.3102
H: -1.6856 -0.6516 5.6488
H: -2.1779 -0.2863 4.0661
H: -0.4995 0.1050 4.4107
H: -0.5328 -1.9111 3.2124
H: 0.7750 -3.3299 4.2969
H: 0.2583 -2.8783 6.0197
H: 2.2981 -2.0088 3.4593
H: 3.1409 -0.7798 4.2856
H: 1.5995 -0.3748 3.3889
H: -2.6134 -2.7706 3.5670
H: -1.6534 -3.7372 3.8438
C: -6.6180 3.6602 1.5440
C: -5.7077 2.5534 1.0063
C: -5.7504 1.1527 1.7378
O: -5.8635 1.4167 3.1534
C: -5.3762 0.4192 4.0277
N: -5.7760 2.3213 -0.4640
H: -7.6749 3.4903 1.3387
H: -6.3685 4.6499 1.1615
H: -6.4764 3.6891 2.6243
H: -4.6865 2.9162 1.1226
H: -4.8391 0.6013 1.5063
H: -6.6605 0.5972 1.5113
H: -5.4204 0.8246 5.0385
H: -4.3498 0.1674 3.7610
H: -5.9085 -0.5175 3.8627
H: -5.8869 3.1352 -1.0517
H: -4.9508 1.8727 -0.8354
C: 1.9756 -5.7640 2.1658
C: 0.9573 -6.1559 1.1209
C: -0.4319 -5.4136 1.2803
O: -0.8186 -5.2000 2.5916
C: -1.3247 -6.3861 3.1354
N: 1.4550 -5.6715 -0.1391
H: 1.5074 -6.0365 3.1117
H: 2.2040 -4.7272 2.4128
H: 2.9451 -6.2401 2.0192
H: 0.9056 -7.2408 1.2119
H: -1.2463 -5.7938 0.6636
H: -0.3273 -4.3864 0.9309
H: -2.2087 -6.8221 2.6701
H: -1.8313 -6.2741 4.0940
H: -0.5924 -7.1754 3.3050
H: 0.7660 -5.1170 -0.6269
H: 2.1355 -4.9256 -0.1619
C: 2.3854 7.6823 2.9553
C: 2.8274 6.2616 2.8637
C: 1.6248 5.3065 2.5748
O: 0.9099 5.6118 1.3834
C: 0.0933 4.6470 0.8468
N: 3.8784 6.2518 1.8844
H: 1.6922 8.0143 2.1824
H: 3.1924 8.3814 3.1745
H: 1.6959 7.8678 3.7789
H: 3.3071 5.9882 3.8035
H: 0.8531 5.3103 3.3446
H: 1.9238 4.2710 2.4124
H: -0.7529 4.3918 1.4848
H: 0.6798 3.8201 0.4464
H: -0.3951 5.1565 0.0162
H: 4.6548 6.5433 2.4609
H: 4.1535 5.3443 1.5368
C: -6.4845 -5.6678 1.9645
C: -5.2832 -4.9691 2.4921
C: -4.8402 -3.8175 1.6228
O: -3.6401 -3.1979 2.1182
C: -3.1634 -2.1186 1.3584
N: -5.6723 -4.4925 3.8640
H: -6.0385 -6.0520 1.0472
H: -7.3196 -4.9925 1.7786
H: -6.8521 -6.4823 2.5886
H: -4.4318 -5.6324 2.6447
H: -5.6775 -3.1412 1.4504
H: -4.6199 -4.2170 0.6328
H: -2.8865 -2.4959 0.3740
H: -2.2284 -1.7086 1.7402
H: -3.8880 -1.3043 1.3504
H: -4.9976 -3.8620 4.2731
H: -6.5562 -4.0039 3.8617
C: 2.4995 2.6312 -1.2779
C: 2.2880 2.8464 -2.7977
C: 0.8491 3.5189 -3.0328
O: 0.6459 4.8029 -2.3946
C: -0.5113 5.5709 -2.7377
N: 3.3658 3.6286 -3.4488
H: 1.6693 2.1141 -0.7968
H: 2.4391 3.5864 -0.7562
H: 3.4522 2.1619 -1.0328
H: 2.3582 1.8814 -3.2996
H: 0.0925 2.8271 -2.6625
H: 0.7760 3.6801 -4.1084
H: -0.1487 6.0261 -3.6593
H: -0.7680 6.4126 -2.0945
H: -1.3991 4.9609 -2.9043
H: 3.2793 3.8635 -4.4272
H: 3.3360 4.5616 -3.0632
C: -3.5214 4.4629 7.8204
C: -3.9405 3.2220 6.9673
C: -2.7872 2.5282 6.2145
O: -2.3007 3.3725 5.2061
C: -3.0303 3.3497 3.9591
N: -4.6422 2.2243 7.9082
H: -2.7467 4.1363 8.5141
H: -4.3560 4.8616 8.3971
H: -3.1478 5.2080 7.1180
H: -4.7525 3.4641 6.2817
H: -3.1845 1.5980 5.8083
H: -2.0201 2.2197 6.9248
H: -3.1452 2.3756 3.4837
H: -2.4231 3.9351 3.2686
H: -3.9972 3.8472 4.0340
H: -5.3570 2.7135 8.4278
H: -5.0087 1.5120 7.2931
C: 7.6810 -1.6001 -4.4619
C: 7.9159 -1.0511 -3.0366
C: 6.6781 -1.0486 -2.1325
O: 5.6840 -0.4350 -2.9175
C: 4.4577 -0.5984 -2.1617
N: 8.9520 -1.9272 -2.4232
H: 8.5821 -1.7894 -5.0452
H: 6.9871 -0.9200 -4.9559
H: 7.1899 -2.5726 -4.4274
H: 8.2180 -0.0185 -3.2117
H: 6.8443 -0.4872 -1.2130
H: 6.3254 -2.0409 -1.8517
H: 4.2152 -1.6611 -2.1501
H: 3.6809 -0.0935 -2.7360
H: 4.4694 -0.1519 -1.1675
H: 8.4658 -2.7417 -2.0762
H: 9.4587 -2.3185 -3.2043
C: 2.9011 -0.9583 -6.7647
C: 3.6179 0.4331 -7.0217
C: 3.9583 0.6543 -8.5401
O: 5.0443 -0.1320 -9.0062
C: 6.2504 -0.2371 -8.2714
N: 2.6667 1.4760 -6.4999
H: 2.6509 -0.9628 -5.7038
H: 3.6346 -1.7208 -7.0267
H: 1.9337 -1.1212 -7.2396
H: 4.5215 0.3580 -6.4167
H: 4.0989 1.7069 -8.7859
H: 3.0641 0.3984 -9.1085
H: 6.6271 0.7217 -7.9152
H: 6.9859 -0.7129 -8.9201
H: 6.0921 -0.9973 -7.5065
H: 2.6092 1.4082 -5.4938
H: 1.7361 1.2174 -6.7952
C: -0.6177 1.1418 -6.4446
O: 0.0970 0.8012 -7.3390
N: -1.0685 2.3902 -6.3153
N: -1.0419 0.4563 -5.4089
H: -0.7940 2.9807 -7.0873
H: -1.7122 2.6045 -5.5670
H: -1.7737 0.8301 -4.8215
H: -0.9075 -0.5351 -5.2703
C: 0.5801 -5.7790 -5.2450
O: 0.4424 -6.4954 -6.2219
N: 0.6578 -4.4866 -5.2885
N: 0.6566 -6.2423 -4.0815
H: 0.7891 -4.0107 -4.4074
H: 0.4520 -3.9666 -6.1296
H: 0.8185 -7.2392 -4.0704
H: 0.9413 -5.6843 -3.2892

Forces on the atoms, in the same order (eV/Å):
0.3 0.3 -0.6
-1.2 -5.0 0.0
-0.9 1.9 2.1
1.0 -1.0 -1.6
-1.5 0.8 4.2
2.8 4.0 -5.0
-0.3 -1.8 0.1
-1.2 -0.5 -0.7
1.8 1.9 0.7
0.3 -1.2 0.0
0.6 1.5 3.7
0.0 0.4 0.2
-1.8 -2.0 -3.2
0.2 -0.5 0.3
0.0 1.4 -0.9
0.5 2.0 -0.7
0.2 0.8 1.2
-0.5 -1.9 -0.5
-1.1 -2.2 0.2
0.5 0.5 0.4
0.0 -0.2 -0.5
-0.2 0.3 0.6
0.6 0.1 -0.4
0.1 -0.7 0.4
-0.5 -0.4 -0.3
0.2 0.0 -0.9
-0.3 0.5 0.5
0.1 0.2 0.2
-0.5 1.4 0.3
0.8 -1.0 0.7
-0.1 -0.7 0.1
1.5 -0.3 -0.9
-0.9 1.6 0.9
0.3 0.5 -0.1
0.3 0.1 -1.3
-1.1 -0.5 -0.1
-0.1 -0.2 0.0
0.2 -0.1 -0.2
-0.1 0.0 0.0
0.2 0.0 0.8
0.0 0.0 -0.1
0.1 -0.2 -0.7
-0.2 -0.3 -0.1
0.4 0.1 0.2
-0.5 -0.2 0.5
-0.2 0.4 0.5
0.3 -0.2 0.5
-0.5 0.0 1.9
0.1 2.6 -0.1
1.3 0.9 -0.4
-1.1 -1.2 1.5
-1.0 -0.7 1.4
0.0 -0.3 -2.4
0.5 -0.7 0.5
-0.4 0.5 -1.0
-0.2 -0.4 0.0
-0.3 -0.2 -0.6
0.0 -0.7 0.0
0.6 0.0 -0.4
0.2 0.0 -1.4
0.7 1.0 0.6
0.3 0.0 -0.3
-0.9 -0.4 -0.6
0.8 -0.3 1.1
-1.7 1.3 1.2
-1.6 -0.8 -0.2
-0.3 -0.6 -0.9
1.5 2.5 0.4
-0.9 0.2 -0.8
1.1 0.0 -0.7
0.8 -0.1 -0.9
0.2 0.0 -0.6
0.0 -0.5 0.8
-0.7 -0.4 0.6
0.4 0.1 0.8
0.6 -0.2 0.6
0.3 -0.7 0.5
-0.4 -0.3 0.3
0.2 -0.2 -0.3
0.7 0.2 -0.6
-0.4 -0.4 0.0
0.6 -0.6 -1.1
-0.2 1.8 3.2
0.9 -0.1 -0.9
-1.3 -0.8 0.7
0.2 0.0 -0.8
0.5 -0.4 -0.1
-1.1 -0.5 -0.6
0.1 0.1 -0.2
0.3 0.1 0.1
0.0 -0.2 -0.1
0.0 0.6 0.4
0.2 -0.1 -0.4
-0.3 0.4 -0.4
0.0 -0.3 0.5
-0.1 0.0 -0.4
0.3 0.0 -0.1
-0.1 0.0 -0.3
-0.1 1.0 -0.2
-0.8 1.2 0.0
0.4 -0.1 -0.1
0.6 -0.3 1.5
1.4 -0.7 -1.5
0.3 0.8 1.2
0.2 -0.6 -0.6
0.5 0.4 -0.2
-0.1 -0.1 -0.1
-0.9 -0.2 0.1
-0.2 -0.2 -0.2
-0.3 -0.2 -0.3
-0.9 0.3 -0.6
0.5 -0.5 0.7
-0.1 -0.1 0.0
-0.6 -1.0 -0.5
0.2 0.2 0.6
-0.1 -1.2 -1.2
-1.2 -0.5 1.9
-1.4 0.3 0.4
0.0 -0.3 -0.6
0.7 0.6 0.2
1.9 0.6 -0.8
0.1 0.2 0.0
-0.1 0.0 -0.1
0.1 0.2 0.3
0.4 0.6 -0.6
0.0 -0.2 -0.3
0.4 0.4 -0.1
0.1 -0.3 0.4
0.0 0.0 0.0
-0.2 -0.1 0.2
-0.3 -0.2 -0.2
-0.5 -0.2 0.4
-1.4 0.1 0.5
0.5 -1.6 -0.5
0.5 0.6 -1.7
-1.0 -0.1 1.7
-0.4 0.6 -1.7
0.1 0.7 0.1
0.3 0.6 0.1
0.2 -0.1 -0.4
-0.2 -0.1 0.2
0.5 0.1 0.7
0.2 0.1 0.2
0.3 -0.5 0.0
-0.1 0.0 0.3
-0.1 -0.1 0.1
0.4 -0.1 0.1
-0.2 -0.1 0.4
0.5 0.1 0.0
1.1 0.9 0.0
-2.3 -0.8 -0.1
-0.2 0.1 1.6
-0.1 -0.2 -0.9
-0.8 -0.6 -0.2
1.5 0.3 -0.6
0.3 -0.4 0.2
-0.3 -0.5 0.1
0.2 0.3 -0.6
0.1 0.6 0.0
0.4 0.3 0.4
0.1 -0.5 -0.2
0.0 0.0 0.3
0.0 0.3 -0.4
0.2 0.4 0.7
0.3 -0.1 0.3
0.1 0.0 -0.4
-0.8 0.7 1.1
1.0 -1.2 -2.1
-0.3 2.3 -1.0
-1.2 -3.0 2.2
-0.5 0.4 0.5
0.3 0.6 -0.6
0.4 -0.1 -0.1
0.6 0.2 -0.2
-0.5 0.5 -4.6
-0.3 -1.1 -1.8
0.2 4.0 -0.5
0.8 -3.7 6.4
-0.2 0.7 -0.1
0.2 -0.3 0.3
-0.1 0.2 0.4
-0.2 -0.1 0.1

Calculated values
LUMO energy (alpha / beta), eV: 3.5 / 3.5
Net charge: -2
E_HOMO (alpha / beta), eV: 0.49 / -3.58
2S+1: 2
Total energy, eV: -104238.9249
<S²>: 0.753


Strongest force on any atom list, top to bottom, in eV Å⁻¹: 1.465; 7.446